Here is a structure of composition C7H19BrN2O2P from the Open Molecules 2025 dataset. Energies are from ωB97M-V with the def2-TZVPD basis set.

Summary:
Strongest force on any atom   1.43 eV Å⁻¹
Calculated total energy   -3453.18651 Ha
HOMO   -0.4807 hartree

Structure (ORCA input):
```
! wB97M-V def2-TZVPD RIJCOSX def2/J DEFGRID3
* xyz 1 1
Br -0.30 -0.21 1.46
P 0.87 0.12 -1.23
O 0.72 -0.53 -2.71
O 2.87 2.22 1.76
N -3.07 -2.01 -0.61
N -0.61 -0.69 -0.35
C 2.29 -0.78 -0.51
C -1.91 -2.91 -0.69
C 1.55 2.66 2.08
C -0.57 -2.19 -0.52
C -2.83 -0.92 -1.55
C 1.52 4.10 2.55
C -1.83 0.00 -0.91
H -2.52 -1.27 -2.54
H 2.12 4.22 3.45
H -1.89 -3.36 -1.68
H 1.39 -1.22 -2.85
H 2.96 -1.09 -1.30
H -1.53 0.80 -1.58
H 3.41 2.30 2.55
H -2.33 0.47 -0.07
H -0.09 -2.58 0.37
H 2.79 -0.08 0.15
H -3.84 -2.56 -0.96
H 0.08 -2.46 -1.34
H 0.96 2.54 1.17
H 0.50 4.42 2.77
H -2.01 -3.72 0.02
H 1.93 4.75 1.79
H -3.74 -0.34 -1.62
H 1.13 1.99 2.85
H 2.00 -1.67 0.06
*
```

Okay, here come the Mulliken numbers, in e, for every atom: number 1, Br, carries 0.189; number 2, P, carries 0.350; number 3, O, carries -0.448; number 4, O, carries -0.506; number 5, N, carries -0.483; number 6, N, carries 0.064; number 7, C, carries -0.991; number 8, C, carries -0.792; number 9, C, carries 0.094; number 10, C, carries -0.281; number 11, C, carries -0.703; number 12, C, carries -1.221; number 13, C, carries -0.358; number 14, H, carries 0.334; number 15, H, carries 0.348; number 16, H, carries 0.431; number 17, H, carries 0.320; number 18, H, carries 0.460; number 19, H, carries 0.353; number 20, H, carries 0.294; number 21, H, carries 0.314; number 22, H, carries 0.330; number 23, H, carries 0.264; number 24, H, carries 0.275; number 25, H, carries 0.204; number 26, H, carries 0.234; number 27, H, carries 0.337; number 28, H, carries 0.368; number 29, H, carries 0.311; number 30, H, carries 0.439; number 31, H, carries 0.114; number 32, H, carries 0.358


Here is the molecule C4H8O2 from the Open Molecules 2025 dataset. Energies are from ωB97M-V with the def2-TZVPD basis set.

Summary:
Strongest force on any atom   7.75 eV Å⁻¹
Structure (SMILES)   CC/C=C/OO
Calculated total energy   -307.44475 Ha
Energy relative to the best compared isomer or geometry (same formula, charge and spin)   168.0 kcal/mol
HOMO   -0.3330 hartree

Structure (ORCA input):
```
! wB97M-V def2-TZVPD RIJCOSX def2/J DEFGRID3
* xyz 0 1
O 2.46 -0.15 -0.60
O 3.28 0.22 0.53
C -2.02 -0.06 -0.62
C 0.85 -0.59 -0.16
C 0.51 0.55 0.25
C -1.18 0.18 0.61
H -1.45 1.11 1.11
H -1.29 -0.61 1.35
H 4.10 -0.25 0.32
H 0.63 -1.53 -0.62
H 0.87 1.48 0.65
H -1.78 0.66 -1.41
H -1.88 -1.06 -1.01
H -3.09 0.06 -0.39
*
```

Okay, here come the Mulliken numbers, in e, for every atom: number 1, O, carries -0.375; number 2, O, carries -0.354; number 3, C, carries -1.016; number 4, C, carries -0.346; number 5, C, carries -0.100; number 6, C, carries -0.522; number 7, H, carries 0.320; number 8, H, carries 0.336; number 9, H, carries 0.306; number 10, H, carries 0.377; number 11, H, carries 0.441; number 12, H, carries 0.309; number 13, H, carries 0.302; number 14, H, carries 0.320